Entry 1:
Computed, not measured: a molecular structure, C53H49N6O4S3SiTi at a distorted geometry, with wB97M-V/def2-TZVPD.

Geometry as XYZ:
```
117
Properties=species:S:1:pos:R:3:lowdin_charge:R:1
Ti -0.74737 0.46423 -1.12772 0.975
O -2.98807 3.62572 -2.50483 0.115
C -2.60792 2.57766 -2.03803 -0.434
N -1.43580 1.89617 -2.29984 -0.025
C -0.62013 2.24235 -3.41200 -0.196
C -0.77552 3.30898 -4.29077 0.001
C 0.09085 3.40880 -5.37144 -0.074
C 1.09774 2.47324 -5.57215 -0.071
C 1.25539 1.41621 -4.68927 -0.030
C 0.38841 1.31067 -3.61583 -0.237
N 0.45495 0.29645 -2.62567 -0.043
C 0.76436 -0.99843 -3.02575 -0.457
O 0.67450 -1.46337 -4.13681 0.120
C 1.35350 -1.78386 -1.88740 -0.205
C 2.05643 -2.94832 -2.13481 0.017
C 2.77755 -3.51492 -1.09559 -0.021
C 2.76656 -2.88368 0.13857 -0.034
C 1.98594 -1.74905 0.29635 -0.168
N 1.27150 -1.20653 -0.68736 0.110
C -3.50291 1.78504 -1.13017 -0.177
C -4.79899 2.19125 -0.87362 0.033
C -5.61644 1.34339 -0.15082 -0.014
C -5.10833 0.11755 0.26526 -0.028
C -3.79608 -0.19461 -0.02951 -0.154
N -2.99429 0.63049 -0.70423 0.053
H -1.54804 4.04220 -4.13078 0.102
H -0.02535 4.23232 -6.06333 0.105
H 1.76659 2.56872 -6.41686 0.106
H 2.04473 0.68995 -4.82267 0.113
H 2.05468 -3.34855 -3.13940 0.124
H 3.35936 -4.41436 -1.24977 0.117
H 3.36660 -3.23794 0.96647 0.117
H 1.95997 -1.24592 1.25564 0.072
H -5.12426 3.14760 -1.25756 0.134
H -6.63643 1.62221 0.07825 0.120
H -5.71738 -0.58783 0.81391 0.117
H -3.35400 -1.12595 0.29444 0.081
O -1.04357 -0.51981 0.89345 -0.596
S -0.38557 -0.93180 2.20007 1.029
C -0.54924 -2.74353 2.31701 -0.275
C -1.76818 -3.28593 1.58078 -0.204
C -1.43056 -3.54043 0.10906 -0.232
C -2.65426 -3.69871 -0.79444 -0.274
S -2.66691 -2.46886 -2.16043 1.077
O -1.58065 -1.47035 -1.81356 -0.579
C -2.00936 -3.41725 -3.49624 -0.390
C -0.94235 -4.29355 -3.32758 -0.078
C -0.41720 -4.92775 -4.43761 -0.057
C -0.95019 -4.67989 -5.69912 -0.048
C -2.00758 -3.79900 -5.85746 -0.049
C -2.54390 -3.15774 -4.74918 -0.068
C -1.52058 -0.50358 3.50235 -0.396
C -2.78947 -0.03184 3.22802 -0.072
C -3.62777 0.29786 4.28634 -0.046
C -3.18696 0.15761 5.59338 -0.055
C -1.89791 -0.29671 5.85286 -0.055
C -1.05298 -0.62291 4.80576 -0.088
H -0.56761 -2.92719 3.39123 0.098
H 0.37146 -3.16250 1.90713 0.083
H -2.59669 -2.57878 1.67678 0.098
H -2.09509 -4.21003 2.06095 0.129
H -0.78776 -4.42069 0.03462 0.125
H -0.84270 -2.69786 -0.25438 0.066
H -3.58621 -3.50819 -0.26026 0.086
H -2.73351 -4.67766 -1.26145 0.097
H -0.51551 -4.46710 -2.34763 0.105
H 0.41440 -5.61074 -4.32528 0.114
H -0.53244 -5.17782 -6.56377 0.114
H -2.41134 -3.60290 -6.84096 0.115
H -3.36109 -2.45579 -4.85781 0.114
H -3.10347 0.10190 2.20369 0.072
H -4.62304 0.67181 4.08487 0.113
H -3.84188 0.41469 6.41475 0.113
H -1.54692 -0.38003 6.87249 0.115
H -0.03693 -0.94828 5.00063 0.120
N 6.02594 0.96656 -0.99541 0.096
C 4.68977 0.93524 -0.79187 -0.895
S 3.59345 1.46209 -1.93481 0.665
N 4.25342 0.42061 0.39038 0.052
C 4.89048 -0.35988 1.37264 -0.244
C 6.02302 -1.13503 1.13418 -0.039
C 6.54939 -1.92016 2.15327 -0.078
C 5.95427 -1.96228 3.40391 -0.090
C 4.80724 -1.21072 3.62904 -0.076
C 4.27866 -0.41763 2.62591 -0.038
H 6.31540 1.46782 -1.81891 0.093
H 6.65644 0.97114 -0.20909 0.101
H 3.28266 0.64279 0.56067 0.082
H 6.47213 -1.17445 0.15226 0.106
H 7.43222 -2.51326 1.95325 0.108
H 6.37658 -2.57166 4.19088 0.104
H 4.32388 -1.23212 4.59759 0.106
H 3.39850 0.18670 2.81726 0.099
C -3.22985 5.42197 1.27012 -0.080
C -2.20111 5.84111 0.43777 -0.070
C -1.19529 4.95700 0.07141 -0.094
C -1.19264 3.63449 0.52271 -0.326
C -2.24522 3.23334 1.34910 -0.128
C -3.25006 4.11192 1.72822 -0.086
Si 0.26032 2.49924 0.08950 0.724
C 1.22739 2.46559 1.72192 -0.315
C 2.54417 2.93852 1.71886 -0.130
C 3.26616 3.08577 2.89804 -0.086
C 2.68964 2.74286 4.11204 -0.090
C 1.38378 2.26667 4.13995 -0.084
C 0.66525 2.13843 2.95959 -0.126
H -4.00815 6.11447 1.56371 0.103
H -2.18115 6.85989 0.07276 0.107
H -0.40104 5.30119 -0.58085 0.102
H -2.28649 2.21238 1.71324 0.074
H -4.05147 3.77448 2.37561 0.101
H 1.14165 3.31767 -0.77094 -0.005
H 3.00233 3.22719 0.77786 0.084
H 4.27883 3.46803 2.86681 0.109
H 3.24535 2.86526 5.03288 0.105
H 0.91412 2.02311 5.08612 0.101
H -0.37069 1.82710 3.01845 0.074
```

Summary:
net charge = +1
HOMO level = -9.69 eV
orbital gap = 7.063 eV
ΔE to the lowest compared entry with this formula, charge and spin = 0.0 kJ/mol

=====

Entry 2:
Computed, not measured: 2 unconnected molecules or ions with the total composition C4H9N4OS at a distorted geometry, with wB97M-V/def2-TZVPD.

Geometry as XYZ:
```
19
Properties=species:S:1:pos:R:3:nbo_charge:R:1
C -0.08570 -1.06472 -1.62920 0.176
C -2.03983 -0.94211 -0.42704 0.140
C 0.67520 -0.13143 -0.70488 -0.229
C -0.02484 -0.15728 0.65653 0.769
N -1.31051 -1.34216 -1.49388 -0.410
N -1.30586 -0.51090 0.70898 -0.618
N -0.21839 1.96654 0.97361 -0.996
N 2.07266 -0.43529 -0.46130 -0.845
O 0.72616 -0.34376 1.70419 -0.624
S -3.65585 -1.07781 -0.34233 0.177
H 0.44427 -1.50601 -2.46417 0.219
H 0.59386 0.87086 -1.14100 0.265
H -1.74778 -0.62453 1.61636 0.450
H -0.80901 2.44768 0.30237 0.395
H -0.64668 2.05751 1.88998 0.400
H 0.68748 2.42403 1.00370 0.394
H 2.70390 0.05709 -1.07724 0.408
H 2.26917 -1.42773 -0.53461 0.395
H 1.67174 -0.25998 1.41992 0.536
```

Summary:
net charge = +1
HOMO level = -12.85 eV
orbital gap = 7.793 eV
ΔE to the lowest compared entry with this formula, charge and spin = 74.2 kJ/mol